C51H87CdF5O34 as an isolated structure in a non-equilibrium geometry, computed with ωB97M-V with the def2-TZVPD basis set.

The HOMO-LUMO gap is 7.66 eV. The value obtained for the energy is -142055.63738 eV. The HOMO energy comes out at -7.806 eV. The largest force on an atom comes out at 4.2 eV/A. For the molecular weight, the calculation gives 1451.625 g/mol.

Last column: Löwdin charge in e.
Cartesian coordinates (Å):
Cd  -2.083  1.692  -2.940  1.5241
C  -1.199  -0.054  0.904  0.0152
C  -1.217  0.653  -0.238  -0.3823
C  0.007  1.164  -0.895  -0.3599
O  -0.136  1.876  -1.924  -0.1017
C  1.245  0.880  -0.298  0.0215
C  1.349  0.179  0.914  -0.2929
C  -0.008  -0.258  1.606  -0.3489
O  0.114  -0.947  2.589  0.0331
O  2.453  -0.122  1.454  0.0016
O  -2.241  0.814  -0.986  -0.1534
H  -2.119  -0.485  1.307  0.1258
H  2.162  1.158  -0.774  0.0817
C  7.242  -0.631  -0.289  -0.1037
O  5.989  -1.255  -0.112  -0.1843
C  5.219  -1.120  -1.293  -0.2058
C  3.950  -1.892  -1.215  -0.1602
O  4.247  -3.299  -1.153  -0.1146
C  4.326  -3.895  0.115  -0.1960
C  3.208  -4.861  0.394  -0.2169
O  3.528  -5.455  1.635  -0.1997
C  2.548  -6.437  2.085  -0.0683
H  7.847  -0.762  0.568  0.0706
H  7.089  0.512  -0.371  0.1104
H  7.831  -1.057  -1.090  0.0819
H  5.766  -1.594  -2.113  0.1309
H  4.960  -0.041  -1.498  0.1306
H  3.418  -1.732  -2.145  0.1224
H  3.298  -1.561  -0.412  0.1130
H  4.273  -3.186  0.883  0.0744
H  5.327  -4.337  0.169  0.1509
H  3.153  -5.656  -0.429  0.1449
H  2.223  -4.413  0.395  0.1159
H  1.718  -5.863  2.558  0.0774
H  3.019  -7.238  2.686  0.0953
H  2.118  -6.952  1.204  0.0798
C  3.612  1.250  -5.365  -0.0859
O  3.592  1.528  -3.972  -0.1770
C  4.515  2.460  -3.551  -0.2592
C  4.255  2.830  -2.108  -0.1489
O  3.718  4.162  -1.861  -0.1094
C  2.696  4.465  -2.749  -0.2381
C  2.122  5.807  -2.515  -0.2563
O  1.361  6.038  -1.392  -0.1589
C  2.139  6.574  -0.360  -0.1072
H  2.972  0.343  -5.491  0.1017
H  4.541  0.934  -5.808  0.0808
H  3.250  2.110  -5.874  0.0704
H  4.531  3.421  -4.170  0.1395
H  5.523  2.082  -3.580  0.1189
H  5.204  2.802  -1.543  0.1315
H  3.595  2.015  -1.736  0.1030
H  1.906  3.749  -2.606  0.1128
H  3.056  4.499  -3.799  0.1281
H  1.504  6.104  -3.370  0.1203
H  2.979  6.521  -2.465  0.1392
H  2.235  7.697  -0.453  0.1056
H  3.237  6.350  -0.447  0.0936
H  1.792  6.237  0.588  0.0781
C  -5.445  0.896  -3.050  -0.0642
O  -4.559  2.007  -3.016  -0.3180
C  -5.043  3.253  -2.408  -0.1319
C  -3.982  3.890  -1.486  -0.1579
O  -2.683  3.798  -2.041  -0.2099
C  -2.250  4.985  -2.791  -0.1130
C  -1.062  4.594  -3.606  -0.1984
O  -1.365  3.461  -4.390  -0.2638
C  -0.262  3.075  -5.159  -0.0841
H  -4.902  -0.004  -3.425  0.0902
H  -6.215  1.194  -3.746  0.0867
H  -5.742  0.743  -1.931  0.1206
H  -5.964  2.989  -1.794  0.1375
H  -5.361  3.975  -3.180  0.1220
H  -4.007  3.475  -0.490  0.1084
H  -4.261  4.983  -1.477  0.1470
H  -1.897  5.738  -2.152  0.1275
H  -3.014  5.244  -3.468  0.1185
H  -0.218  4.416  -2.933  0.1087
H  -0.821  5.444  -4.313  0.1598
H  0.032  3.855  -5.860  0.1020
H  -0.445  2.206  -5.787  0.0829
H  0.546  2.855  -4.481  0.0837
C  -0.261  -3.326  4.907  -0.0956
O  -1.657  -3.240  4.694  -0.1750
C  -2.168  -1.969  4.994  -0.2108
C  -3.682  -1.929  4.856  -0.1645
O  -3.983  -1.955  3.458  -0.1550
C  -5.350  -2.330  3.150  -0.1456
C  -5.705  -3.778  3.398  -0.1683
O  -5.918  -3.939  4.808  -0.2161
C  -6.212  -5.243  5.234  -0.1303
H  -0.069  -3.124  5.926  0.0704
H  0.375  -2.640  4.299  0.0796
H  -0.018  -4.390  4.772  0.0905
H  -1.761  -1.214  4.336  0.1030
H  -1.965  -1.692  6.017  0.1131
H  -4.173  -1.116  5.381  0.1245
H  -4.138  -2.811  5.330  0.1225
H  -5.472  -2.226  2.053  0.1363
H  -5.965  -1.656  3.731  0.1259
H  -5.164  -4.563  2.988  0.0838
H  -6.690  -3.897  2.917  0.1377
H  -6.094  -5.257  6.345  0.0932
H  -5.470  -5.984  4.754  0.1054
H  -7.205  -5.723  4.975  0.0933
C  0.616  -3.360  -4.361  -0.0176
O  0.487  -2.013  -3.698  -0.1805
C  -0.428  -1.973  -2.616  -0.2054
C  -1.822  -1.588  -2.952  -0.1084
O  -1.762  -0.382  -3.771  -0.2431
C  -1.678  -0.444  -5.139  -0.1965
C  -2.926  0.168  -5.903  -0.1817
O  -3.022  1.403  -5.304  -0.3103
C  -3.707  2.404  -6.033  -0.0661
H  0.013  -3.360  -5.246  0.0624
H  0.379  -4.170  -3.695  0.0807
H  1.655  -3.413  -4.655  0.0816
H  -0.008  -1.285  -1.917  0.1117
H  -0.443  -2.914  -2.083  0.1101
H  -2.226  -1.406  -1.968  0.1192
H  -2.414  -2.280  -3.518  0.1309
H  -1.688  -1.538  -5.425  0.1350
H  -0.695  0.003  -5.423  0.1345
H  -3.878  -0.445  -5.797  0.1462
H  -2.640  0.309  -6.975  0.1393
H  -3.726  3.244  -5.368  0.0690
H  -4.729  2.028  -6.221  0.1119
H  -3.168  2.724  -6.907  0.0931
C  1.114  0.819  4.891  -0.0607
C  -0.029  0.728  5.959  -0.2433
O  -1.088  1.448  5.306  0.1149
C  -0.639  2.074  4.190  -0.5216
O  -1.325  2.782  3.533  0.1679
O  0.677  1.768  3.952  0.0597
F  0.271  1.341  7.153  0.0453
H  1.135  -0.184  4.403  0.1087
H  2.100  1.063  5.382  0.1614
H  -0.441  -0.231  6.273  0.1382
C  3.660  -2.388  3.351  -0.0724
C  4.599  -1.303  2.913  -0.3605
O  5.852  -1.920  2.838  0.1132
C  5.801  -3.117  3.586  -0.5132
O  6.690  -3.815  3.845  0.2076
O  4.517  -3.296  3.996  0.0725
F  4.655  -0.228  3.742  0.0597
H  3.232  -2.880  2.469  0.1211
H  2.867  -2.028  4.000  0.1287
H  4.431  -0.892  1.910  0.1199
C  -4.214  2.522  2.540  -0.0433
C  -4.500  1.146  3.030  -0.2732
O  -5.164  0.555  1.883  0.1312
C  -5.730  1.580  1.201  -0.5750
O  -6.549  1.471  0.338  0.1412
O  -5.183  2.755  1.485  0.0671
F  -5.309  1.157  4.135  0.0649
H  -3.230  2.598  2.109  0.1124
H  -4.313  3.355  3.282  0.1651
H  -3.608  0.554  3.305  0.1597
C  3.279  2.896  1.546  -0.0508
C  4.656  2.288  1.857  -0.2807
O  5.475  3.441  1.926  0.1150
C  4.784  4.632  1.966  -0.5082
O  5.241  5.693  2.130  0.1978
O  3.442  4.271  1.860  0.0368
F  5.101  1.368  0.958  0.0628
H  2.550  2.498  2.224  0.1093
H  2.925  2.756  0.481  0.1321
H  4.701  1.772  2.801  0.1445
C  -1.467  -5.125  1.920  -0.0207
C  -1.742  -3.921  1.093  -0.2640
O  -3.169  -3.997  0.782  0.1218
C  -3.527  -5.297  0.945  -0.5866
O  -4.654  -5.700  0.722  0.1257
O  -2.623  -5.933  1.632  0.0906
F  -1.073  -4.030  -0.078  0.0653
H  -1.405  -4.891  3.038  0.1433
H  -0.657  -5.789  1.610  0.1345
H  -1.606  -2.956  1.564  0.1508

***

A 10-piece molecular cluster, C51H94N3O13 overall in a non-equilibrium geometry, computed with ωB97M-V with the def2-TZVPD basis set.

The HOMO-LUMO gap is 5.98 eV. The total charge is +1. The value obtained for the energy is -85475.23445 eV. The HOMO energy comes out at -10.381 eV. The largest force on an atom comes out at 9.1 eV/A. For the molecular weight, the calculation gives 957.321 g/mol.

Last column: Löwdin charge in e.
Cartesian coordinates (Å):
C  -0.645  -2.363  -7.216  -0.1664
C  -1.938  -3.091  -7.923  -0.2495
C  -1.486  -4.673  -8.203  -0.2285
C  -1.609  -5.492  -6.776  -0.2058
C  -0.162  -5.556  -5.940  -0.1919
C  -0.459  -6.488  -4.585  -0.1985
C  0.872  -6.733  -3.660  -0.1327
C  1.189  -5.525  -2.581  -0.0445
N  1.845  -4.288  -3.065  0.1400
N  2.098  -3.304  -2.172  -0.1564
C  2.738  -2.047  -2.813  -0.1273
C  1.669  -1.433  -3.893  -0.1871
C  1.950  0.133  -4.298  -0.1957
C  1.376  1.213  -3.193  -0.1621
C  2.056  2.683  -3.478  -0.1457
O  2.934  3.086  -2.334  -0.1596
C  4.002  2.089  -2.131  -0.2858
C  5.154  1.668  -3.224  -0.0218
O  4.034  1.468  -0.932  -0.0452
C  1.898  -3.160  -0.695  0.1338
C  1.210  -4.478  0.074  0.0052
C  0.965  -4.508  1.694  -0.1192
C  -0.503  -3.968  2.187  -0.2972
C  -0.991  -2.404  2.274  -0.0788
N  -1.423  -4.929  2.610  0.1008
C  0.847  -5.667  -0.996  0.0273
C  0.115  -7.058  -0.471  -0.1147
O  -1.165  -7.182  -1.198  -0.1186
C  -2.089  -6.080  -0.884  -0.2656
C  -2.327  -4.719  -1.767  -0.0187
O  -2.852  -6.235  0.228  -0.0093
H  -0.710  -2.523  -6.045  0.0586
H  0.310  -2.965  -7.569  0.0727
H  -0.552  -1.205  -7.484  0.0816
H  -2.825  -3.085  -7.134  0.1053
H  -2.276  -2.558  -8.918  0.1111
H  -2.262  -5.078  -9.013  0.0881
H  -0.425  -4.757  -8.706  0.1109
H  -2.457  -4.996  -6.105  0.1146
H  -2.010  -6.577  -7.052  0.1221
H  0.608  -6.121  -6.622  0.1203
H  0.230  -4.491  -5.636  0.0809
H  -0.759  -7.558  -5.022  0.1339
H  -1.404  -6.107  -4.006  0.0943
H  0.719  -7.786  -3.123  0.1227
H  1.817  -6.885  -4.368  0.1388
H  3.767  -2.383  -3.287  0.1535
H  2.951  -1.221  -2.012  0.1195
H  1.767  -2.078  -4.884  0.1175
H  0.606  -1.492  -3.398  0.1264
H  3.100  0.280  -4.550  0.1060
H  1.349  0.334  -5.298  0.1267
H  0.211  1.339  -3.346  0.1244
H  1.513  0.830  -2.077  0.1259
H  1.166  3.461  -3.640  0.1506
H  2.772  2.661  -4.431  0.1312
H  5.501  0.565  -2.930  0.1099
H  4.795  1.705  -4.347  0.0791
H  6.072  2.390  -3.126  0.1064
H  2.205  -2.175  -0.095  0.1615
H  1.188  -5.606  2.059  0.1272
H  1.768  -3.768  2.176  0.1383
H  -0.332  -1.645  1.673  0.0768
H  -2.153  -2.308  2.037  0.0926
H  -0.891  -2.091  3.421  0.1004
H  -0.934  -5.855  2.516  0.0268
H  0.786  -7.989  -0.798  0.1596
H  -0.104  -7.067  0.678  0.1294
H  -1.328  -4.321  -2.286  0.0761
H  -3.091  -4.956  -2.633  0.1052
H  -2.741  -3.802  -1.150  0.1105
C  -4.976  -0.132  2.781  -0.0184
C  -3.727  0.461  3.375  -0.4656
O  -2.630  -0.074  3.221  0.0173
C  -3.871  1.734  4.165  -0.0208
H  -4.720  -1.049  2.238  0.0778
H  -5.683  -0.382  3.576  0.0947
H  -5.426  0.575  2.080  0.0554
H  -4.529  1.567  5.022  0.0928
H  -4.272  2.525  3.526  0.0611
H  -2.888  2.046  4.534  0.0743
C  2.644  5.337  -0.736  -0.0280
C  2.229  6.769  -0.527  -0.4809
O  1.155  7.192  -0.952  0.0336
C  3.180  7.664  0.222  -0.0276
H  1.861  4.810  -1.291  0.0660
H  3.570  5.299  -1.316  0.0869
H  2.779  4.845  0.230  0.0931
H  4.130  7.730  -0.315  0.0906
H  3.339  7.276  1.231  0.0616
H  2.750  8.669  0.297  0.0875
C  -5.175  -6.203  -10.558  -0.0173
C  -5.209  -5.274  -9.375  -0.4655
O  -4.250  -5.178  -8.610  0.0166
C  -6.462  -4.467  -9.162  -0.0193
H  -4.210  -6.720  -10.586  0.0854
H  -5.969  -6.949  -10.468  0.0897
H  -5.293  -5.632  -11.483  0.0900
H  -7.313  -5.135  -9.010  0.0891
H  -6.637  -3.818  -10.024  0.0891
H  -6.344  -3.841  -8.271  0.0848
C  -5.719  4.879  1.758  -0.0151
C  -5.964  3.487  1.239  -0.4579
O  -5.994  2.519  1.997  0.0160
C  -6.172  3.326  -0.243  -0.0112
H  -5.587  4.843  2.845  0.0836
H  -4.810  5.288  1.309  0.0883
H  -6.576  5.517  1.531  0.0901
H  -5.283  3.666  -0.781  0.0546
H  -7.049  3.895  -0.559  0.0932
H  -6.338  2.268  -0.473  0.0900
C  5.075  6.368  4.446  -0.0333
C  5.318  6.002  3.006  -0.4721
O  5.213  6.836  2.109  0.0186
C  5.696  4.576  2.707  -0.0218
H  4.811  7.429  4.511  0.0901
H  4.247  5.776  4.844  0.0824
H  5.981  6.196  5.031  0.0740
H  4.896  3.904  3.028  0.0847
H  6.631  4.325  3.215  0.0863
H  5.841  4.458  1.628  0.0787
C  5.264  4.832  9.360  -0.0180
C  5.508  4.466  7.920  -0.4636
O  5.403  5.301  7.023  0.0227
C  5.886  3.040  7.621  -0.0249
H  5.000  5.893  9.425  0.0836
H  4.436  4.240  9.759  0.0846
H  6.171  4.660  9.946  0.0891
H  5.085  2.369  7.942  0.0515
H  6.820  2.789  8.129  0.0924
H  6.031  2.922  6.542  0.0791
C  4.278  -0.700  11.080  -0.0211
C  4.002  0.123  9.851  -0.4699
O  4.732  1.060  9.532  0.0285
C  2.797  -0.244  9.026  -0.0205
H  5.178  -0.321  11.576  0.0855
H  3.437  -0.624  11.775  0.0895
H  4.446  -1.743  10.799  0.0875
H  1.890  -0.147  9.629  0.0717
H  2.899  -1.266  8.653  0.0916
H  2.722  0.435  8.170  0.0832
C  -2.442  1.043  9.482  -0.0238
C  -1.329  0.492  8.630  -0.4835
O  -0.551  -0.355  9.066  0.0392
C  -1.206  1.017  7.225  -0.0212
H  -2.408  0.574  10.471  0.0863
H  -2.317  2.123  9.603  0.0877
H  -3.407  0.821  9.021  0.0868
H  -1.026  2.095  7.245  0.0903
H  -2.117  0.793  6.664  0.0738
H  -0.360  0.530  6.729  0.0845
C  -2.526  5.877  -2.429  -0.0192
C  -3.615  5.030  -3.031  -0.4825
O  -3.979  3.983  -2.497  0.0252
C  -4.241  5.513  -4.312  -0.0230
H  -2.167  5.406  -1.508  0.0853
H  -1.690  5.959  -3.128  0.0875
H  -2.918  6.868  -2.186  0.0916
H  -3.482  5.579  -5.095  0.0871
H  -4.709  6.487  -4.153  0.0892
H  -5.011  4.802  -4.630  0.0853

***

Q: The lowest energy belongs to which entry?
A: C51H87CdF5O34

***

Q: The lowest energy belongs to which entry?
A: C51H87CdF5O34

***

Q: HOMO energy of number 1 (C51H87CdF5O34)?
A: -7.806 eV

***

Q: Which formula does entry 1 have?
A: C51H87CdF5O34